[1]
32
Properties=species:S:1:pos:R:3:mulliken_charge:R:1 method="wB97M-V/def2-TZVPD" de_lowest_kj_mol=573.80 smiles="C[C@@H](CN)N(C)C=O.O.O.O.O" total_charge=0 homo_lumo_gap_ha=0.3281 e_homo_ev=-9.204
C -1.779 -1.261 1.580 -1.579
C -0.324 -1.455 1.085 0.133
C -0.387 -1.531 -0.468 0.594
N -1.642 -1.887 -0.938 -0.329
N 0.616 -0.624 1.874 0.208
C 2.023 -0.889 1.615 -1.045
C 0.355 0.621 2.241 0.084
O 1.071 1.578 2.448 -0.629
H -2.043 -0.308 1.113 0.364
H -1.747 -1.159 2.680 0.408
H -2.576 -1.934 1.215 0.379
H -0.155 -2.512 1.519 0.228
H -0.015 -0.479 -0.969 -0.609
H 0.490 -2.396 -0.728 0.265
H -2.100 -1.342 -1.559 0.066
H -1.817 -2.889 -1.024 0.212
H 2.930 -0.180 2.091 0.245
H 2.228 -1.818 2.124 0.409
H 2.189 -0.992 0.549 0.339
H -0.681 1.007 2.304 0.409
O -0.519 3.697 1.207 -0.665
H -0.679 3.229 0.333 0.306
H -0.254 2.933 1.826 0.333
O 0.810 0.715 -3.221 -0.695
H 0.430 0.624 -2.258 0.294
H 0.037 0.229 -3.796 0.306
O 2.649 1.635 -1.610 -0.553
H 2.259 2.436 -1.728 0.269
H 3.006 1.174 -2.266 0.254
O -1.131 1.255 -2.109 -0.588
H -1.304 1.917 -2.731 0.306
H -1.941 0.607 -2.399 0.279

---

[2]
102
Properties=species:S:1:pos:R:3:mulliken_spin:R:1 method="wB97M-V/def2-TZVPD" multiplicity=2 total_charge=-1 homo_lumo_gap_ha="0.2821 / 0.2107" e_homo_ev="-5.493 / -5.401"
O -0.278 -0.823 0.696 -0.001
H -0.339 -1.670 0.248 0.000
H -1.028 -0.266 0.477 -0.001
H -0.311 -0.945 1.648 0.000
C -2.257 0.133 -2.082 0.014
C -2.559 0.341 -3.499 -0.040
C -4.062 0.763 -3.889 0.064
O -4.551 0.731 -5.001 0.212
C -4.920 1.021 -2.814 0.344
C -4.523 0.955 -1.513 0.042
C -3.159 0.364 -1.123 -0.008
O -2.763 0.198 0.100 -0.001
O -5.524 1.060 -0.682 0.393
O -1.705 0.169 -4.365 -0.024
H -1.301 -0.345 -1.925 0.017
H -5.937 1.260 -3.086 -0.012
C 1.407 -0.350 4.310 0.000
C 0.169 -1.335 4.243 0.000
O -0.820 -1.033 3.294 0.000
H 1.998 -0.189 3.408 0.000
H 2.011 -0.670 5.160 0.000
H 1.102 0.664 4.565 0.000
H -0.332 -1.286 5.209 0.000
H 0.528 -2.356 4.114 0.000
O -0.745 -3.821 2.361 0.000
H -0.808 -2.913 2.658 0.000
H -0.945 -4.342 3.139 0.000
O -3.466 -0.368 2.822 0.000
H -3.521 0.108 1.993 0.000
H -2.545 -0.618 2.894 0.000
C -3.427 -5.904 -3.444 0.000
O -2.953 -4.589 -3.209 -0.001
C -2.135 -4.592 -2.057 0.000
C -1.634 -3.217 -1.633 0.004
N -0.566 -3.172 -0.568 0.000
C 0.732 -3.481 -1.248 0.000
C 1.910 -3.214 -0.272 0.000
O 2.081 -1.812 -0.065 0.000
C 2.819 -1.496 1.095 0.000
H -4.324 -5.795 -4.055 0.000
H -3.738 -6.589 -2.656 0.000
H -2.720 -6.460 -4.059 0.000
H -1.297 -5.284 -2.139 0.000
H -2.763 -4.981 -1.255 0.000
H -2.519 -2.634 -1.377 -0.003
H -1.295 -2.737 -2.551 -0.001
H -0.647 -3.731 0.268 0.000
H 0.904 -2.980 -2.200 0.000
H 0.605 -4.551 -1.411 0.000
H 2.802 -3.680 -0.690 0.000
H 1.640 -3.598 0.712 0.000
H 2.239 -1.836 1.953 0.000
H 2.960 -0.419 1.176 0.000
H 3.772 -2.010 0.968 0.000
C 6.087 0.374 -4.504 0.000
O 5.229 0.624 -3.346 0.000
C 4.681 -0.535 -2.777 0.000
C 3.372 -1.083 -3.369 0.000
N 2.349 -0.063 -3.711 0.000
C 1.582 0.285 -2.479 0.000
C 0.942 1.713 -2.669 0.002
O 1.945 2.718 -2.935 0.000
C 1.366 4.047 -3.068 0.000
H 5.599 -0.232 -5.267 0.000
H 6.954 -0.205 -4.187 0.000
H 6.397 1.286 -5.014 0.000
H 4.512 -0.295 -1.727 0.000
H 5.387 -1.351 -2.623 0.000
H 2.925 -1.858 -2.747 0.000
H 3.532 -1.539 -4.346 0.000
H 2.756 0.856 -3.810 0.000
H 2.274 0.358 -1.640 0.000
H 0.806 -0.422 -2.184 0.000
H 0.457 1.980 -1.729 -0.001
H 0.194 1.611 -3.455 0.000
H 1.031 4.452 -2.113 0.000
H 0.673 4.242 -3.887 0.000
H 2.214 4.680 -3.330 0.000
C -1.503 6.055 4.856 0.000
O -0.830 4.829 4.715 0.000
C -1.201 3.753 5.600 0.000
C -0.710 2.538 4.938 0.000
N -1.610 2.060 3.815 0.000
C -1.692 2.964 2.646 0.001
C -0.263 3.301 1.964 0.000
O 0.164 2.077 1.302 0.000
C 1.569 2.077 0.891 0.000
H -2.538 5.849 4.580 0.000
H -1.023 6.768 4.187 0.000
H -1.544 6.595 5.802 0.000
H -2.291 3.751 5.597 0.000
H -0.679 3.957 6.535 0.000
H -0.826 1.826 5.755 0.000
H 0.317 2.658 4.595 0.000
H -1.246 1.146 3.586 0.000
H -2.183 3.913 2.861 0.000
H -2.279 2.441 1.891 -0.001
H 0.353 3.629 2.802 0.000
H -0.303 4.131 1.259 0.000
H 2.307 2.218 1.681 0.000
H 1.670 2.905 0.189 0.000
H 1.812 1.241 0.235 0.000

---

[3]
36
Properties=species:S:1:pos:R:3:mulliken_charge:R:1 method="wB97M-V/def2-TZVPD" de_lowest_kj_mol=0.00 smiles=Cc1ccccc1OCc1nc2c3cnn(C)c3ncn2n1 total_charge=0 homo_lumo_gap_ha=0.3342 e_homo_ev=-8.778
C 3.304 -1.491 -2.612 -1.714
C 3.028 -1.081 -1.197 0.892
C 3.644 0.037 -0.650 -0.495
C 3.404 0.427 0.654 -0.583
C 2.546 -0.313 1.448 -0.650
C 1.922 -1.429 0.924 -0.274
C 2.151 -1.809 -0.393 0.421
O 1.507 -2.943 -0.872 -0.543
C 0.345 -2.671 -1.637 -0.702
C -0.555 -1.711 -0.937 0.565
N -0.411 -0.374 -1.078 -0.560
C -1.311 0.129 -0.267 0.190
C -1.725 1.417 0.109 0.455
C -1.423 2.767 -0.152 -0.728
N -2.207 3.551 0.554 -1.081
N -3.022 2.781 1.278 0.729
C -4.004 3.340 2.161 -0.819
C -2.777 1.476 1.053 0.768
N -3.411 0.426 1.617 -0.599
C -2.999 -0.739 1.247 0.113
N -1.999 -0.918 0.352 0.878
N -1.497 -2.077 -0.093 -1.610
H 3.150 -2.560 -2.733 0.366
H 2.637 -0.962 -3.294 0.269
H 4.328 -1.245 -2.886 0.497
H 4.324 0.611 -1.265 0.406
H 3.890 1.305 1.053 0.409
H 2.359 -0.021 2.471 0.399
H 1.247 -2.024 1.523 0.472
H -0.156 -3.634 -1.761 0.368
H 0.609 -2.246 -2.614 0.280
H -0.683 3.173 -0.810 0.563
H -4.679 3.989 1.602 0.283
H -3.516 3.929 2.938 0.281
H -4.559 2.518 2.609 0.339
H -3.458 -1.626 1.658 0.416

---

[4]
59
Properties=species:S:1:pos:R:3:mulliken_spin:R:1 method="wB97M-V/def2-TZVPD" multiplicity=5 de_lowest_kj_mol=0.00 total_charge=+2 homo_lumo_gap_ha="0.2666 / 0.1645" e_homo_ev="-13.084 / -14.269"
C 1.395 -0.893 4.774 0.009
O 2.009 -0.831 3.472 0.011
C 1.672 0.040 2.488 0.123
C 1.589 -0.487 1.144 -0.149
C 0.443 0.133 0.410 0.173
C 0.792 1.560 0.306 -0.050
C 1.308 2.198 1.437 0.094
C 1.695 1.447 2.579 -0.073
Fe 2.893 0.957 0.696 1.879
C 3.388 0.320 -0.854 -0.010
O 4.083 -0.037 -1.720 -0.016
C 4.198 0.138 1.545 0.085
O 5.152 -0.218 2.111 0.009
C 4.167 2.244 0.528 -0.052
O 5.128 2.875 0.368 0.023
H 2.114 -1.446 5.392 -0.001
H 1.220 0.097 5.220 -0.001
H 0.448 -1.457 4.712 0.001
H 1.847 -1.534 0.969 -0.015
H 0.178 -0.376 -0.522 0.017
H -0.481 0.028 1.013 -0.016
H 0.502 2.131 -0.592 -0.019
H 1.408 3.289 1.486 -0.002
H 2.098 1.919 3.486 -0.014
F -5.710 3.120 -5.112 0.047
C -5.180 2.463 -4.028 0.217
C -6.034 2.056 -3.009 0.085
C -5.493 1.316 -1.962 0.088
F -6.389 0.925 -0.990 0.015
C -4.147 0.918 -1.903 0.160
B -3.484 0.024 -0.745 0.097
C -4.510 -0.516 0.371 0.174
C -4.628 0.059 1.630 0.105
F -4.009 1.266 1.868 0.013
C -5.412 -0.494 2.649 0.064
C -6.128 -1.651 2.353 0.228
F -6.901 -2.218 3.348 0.044
C -6.129 -2.225 1.079 0.022
C -5.327 -1.619 0.120 0.166
F -5.433 -2.078 -1.169 0.012
C -2.714 -1.296 -1.258 0.122
C -1.943 -2.011 -0.329 -0.004
F -2.129 -1.779 1.035 0.011
C -1.035 -3.007 -0.670 -0.009
C -0.991 -3.362 -2.020 0.038
F -0.083 -4.320 -2.408 0.005
C -1.841 -2.808 -2.977 0.005
C -2.706 -1.803 -2.558 0.001
F -3.645 -1.395 -3.468 0.007
H -2.588 0.701 -0.227 0.101
C -3.351 1.394 -2.952 0.142
F -2.012 1.057 -2.958 0.016
C -3.823 2.136 -4.031 0.023
H -7.100 2.254 -3.024 0.001
H -5.482 -0.004 3.620 0.000
H -6.755 -3.069 0.814 -0.001
H -0.413 -3.479 0.095 0.000
H -1.865 -3.149 -4.008 0.000
H -3.170 2.407 -4.855 0.001

---

no.,maximum force (Eh/bohr)
1,0.130
2,0.107
3,0.028
4,0.177